The following is a DFT calculation (ωB97M-V/def2-TZVPD) of a molecular structure, C12H9F6N5O6ReS7Sb.

```
47
Properties=species:S:1:pos:R:3:mulliken_charge:R:1
Re -0.26207 1.03001 -0.75814 0.99
N 6.32509 1.77483 4.41693 -0.44
C 5.26260 1.29579 3.74684 1.15
C 4.06937 0.97085 4.43036 -0.87
C 2.99179 0.47162 3.74774 -0.33
C 3.07161 0.28647 2.36329 -0.37
C 4.24385 0.60386 1.66859 -0.44
C 5.32287 1.10432 2.34669 -0.87
S 1.75041 -0.42049 1.53622 1.59
O 0.86605 -1.08232 2.43671 -0.66
O 2.15629 -1.00634 0.29356 -0.67
N 0.80565 0.91060 0.92789 -0.05
C -0.09247 1.56164 1.72299 0.63
N -1.04458 2.01587 0.86353 -0.11
C -2.11608 2.67010 1.34364 0.01
C -2.19222 2.88439 2.69527 -0.77
C -1.15644 2.38171 3.49649 -0.18
N -0.11108 1.70990 3.02806 -0.34
H 6.30846 1.86877 5.41690 0.20
H 7.19238 1.96640 3.94808 0.20
H 4.01767 1.10071 5.50318 0.31
H 2.08483 0.20335 4.27107 0.46
H 4.30326 0.42450 0.60352 0.46
H 6.23789 1.33482 1.81737 0.31
H -2.86403 3.00752 0.63833 0.48
H -3.02094 3.41969 3.13205 0.43
H -1.18382 2.53148 4.56962 0.46
S -2.60203 1.47089 -3.54588 0.02
Sb 1.02775 0.65865 -4.66685 1.08
S -2.38867 0.82641 -1.78421 0.20
S 0.52647 2.54617 -1.87143 -0.08
S 3.10936 0.21012 -4.75549 -0.25
F -3.22795 -3.83922 -0.51765 -0.15
C -3.04688 -2.63925 -0.02113 0.49
F -3.82614 -1.76037 -0.63662 -0.19
F -3.27112 -2.61854 1.27542 -0.15
S -1.27496 -2.15681 -0.27459 1.13
O -1.22025 -0.74229 0.16479 -0.43
O -0.42829 -3.07103 0.38171 -0.51
N -1.21990 -2.16050 -1.86943 -0.55
S 0.03236 -1.70141 -2.62507 1.19
O -0.20079 -1.49889 -4.03789 -0.75
O 0.64043 -0.45591 -2.05555 -0.77
C 1.35869 -3.02434 -2.53023 0.61
F 1.87172 -3.08357 -1.33294 -0.10
F 2.27768 -2.69831 -3.42455 -0.19
F 0.77108 -4.15310 -2.85757 -0.17
```

Computed properties:
Energy above the lowest of the compared OMol25 structures with the same formula, charge and spin (eV): 0.129
Molar mass (g mol⁻¹): 965.66
Charge: +2
HOMO-LUMO gap (alpha / beta) (eV): 3.770 / 3.772